(1)
ORCA calculation (the ωB97M-V functional and the def2-TZVPD basis) on C14H24ClO5P2PtS as an isolated structure in a non-equilibrium geometry.

Each line ends with the Löwdin charge.
Atoms and positions in Å:
Pt 0.08706 -0.53181 -0.44836  0.81
C -0.35487 2.40325 1.07903  -0.21
P -0.93630 0.69393 1.03199  0.71
C -0.85390 0.12518 2.74749  -0.20
C -2.68971 0.75290 0.59153  -0.36
C -3.59701 1.66920 1.11264  -0.06
C -4.90813 1.66272 0.66291  -0.05
C -5.31584 0.74705 -0.29850  -0.04
C -4.42416 -0.19030 -0.79803  -0.06
C -3.10955 -0.19078 -0.34785  -0.36
P -1.88530 -1.45996 -0.78045  0.73
C -2.17793 -1.95874 -2.48495  -0.20
C -2.36685 -2.86446 0.25096  -0.19
H -1.10230 3.02741 1.56878  0.05
H -0.17190 2.76076 0.06807  0.06
H 0.57425 2.45740 1.64389  0.05
H -1.45189 0.77878 3.38505  0.06
H 0.17997 0.13665 3.09317  0.06
H -1.23396 -0.89216 2.82275  0.05
H -3.29155 2.39726 1.85411  0.11
H -5.61427 2.38179 1.05544  0.12
H -6.33641 0.76222 -0.65655  0.12
H -4.75659 -0.91080 -1.53486  0.11
H -3.12313 -2.50256 -2.52984  0.06
H -1.37128 -2.61104 -2.80591  0.04
H -2.21608 -1.08931 -3.13877  0.07
H -3.42259 -3.08815 0.09386  0.07
H -2.20938 -2.61675 1.30001  0.05
H -1.75972 -3.73094 -0.00385  0.05
O 0.38564 -3.47554 -1.07132  -0.37
Cl 1.46584 -2.77819 -1.71831  0.68
O 2.07594 -3.55544 -2.72247  -0.25
O 2.40471 -2.31013 -0.72791  -0.39
O 0.86747 -1.52418 -2.33095  -0.48
O 1.80129 0.82205 -0.42481  -0.68
S 3.05586 0.31550 0.32890  0.99
C 4.34137 0.08253 -0.91192  -0.30
C 5.59582 0.68012 -0.29187  -0.22
C 5.16340 2.02674 0.28714  -0.22
C 3.85815 1.78232 1.04894  -0.29
H 4.00715 0.63927 -1.79045  0.12
H 4.38541 -0.97802 -1.14620  0.09
H 6.37832 0.78506 -1.04170  0.12
H 5.98357 0.02457 0.49125  0.12
H 4.98562 2.73235 -0.52539  0.12
H 5.91859 2.45938 0.94089  0.12
H 3.14690 2.60456 0.97202  0.09
H 4.01826 1.54829 2.10041  0.09

## Properties
Energy relative to the best compared isomer or geometry (same formula, charge and spin): 0.0 kJ/mol
Strongest force on any atom: 1.6 eV/A
Orbital gap: 9.910 eV
Charge: +1

=====

(2)
ORCA calculation (the ωB97M-V functional and the def2-TZVPD basis) on C14H24N5O2OsS2SeSi as an isolated structure in a non-equilibrium geometry.

Each line ends with the Mulliken spin population.
Atoms and positions in Å:
Os 0.88181 -0.77182 -0.62052  2.44
C -3.04662 1.17551 4.86843  0.01
Si -1.38961 1.73714 4.24689  -0.01
C -1.24990 3.58055 4.28385  0.01
C -0.05626 0.94494 5.25285  0.01
C -1.43505 1.27988 2.37541  0.08
C -2.53154 1.78689 1.67064  -0.05
C -2.69200 1.52317 0.33007  0.12
C -1.75251 0.73777 -0.34123  -0.01
N -0.69374 0.24127 0.26896  0.06
C -0.51820 0.51644 1.61587  -0.02
S 0.94417 -0.09299 2.21093  0.82
H -3.13237 1.40103 5.93777  0.00
H -3.17824 0.09570 4.74132  0.00
H -3.87163 1.68234 4.35717  0.00
H -1.23432 3.91989 5.32713  0.00
H -2.09981 4.06117 3.78651  0.00
H -0.33124 3.92394 3.79570  0.00
H -0.22026 1.23252 6.29844  0.00
H 0.94207 1.27980 4.96294  0.00
H -0.08550 -0.14711 5.19736  0.00
H -3.26435 2.40583 2.17994  0.00
H -3.53383 1.92432 -0.22087  0.00
H -1.85827 0.49205 -1.38384  0.01
N 1.12871 -2.86703 0.49851  0.05
C 2.15039 -3.66197 -0.22221  0.00
C 2.47404 -3.00605 -1.54283  0.01
O 2.72909 -3.65034 -2.53350  0.01
O 2.43696 -1.68152 -1.51264  0.04
H 1.39852 -2.68909 1.45276  -0.02
H 0.23609 -3.34354 0.51882  0.01
H 1.82788 -4.67962 -0.40538  0.00
H 3.07034 -3.68690 0.35710  0.00
C 0.46903 0.43548 -5.61310  0.00
N -0.03532 -0.19127 -4.38250  0.00
C 0.33806 -1.31397 -3.76887  0.06
S -0.62083 -1.83001 -2.37391  0.18
N 1.34012 -2.07767 -4.14822  0.00
C 2.42607 -1.80554 -5.10282  0.00
H -0.05676 1.37900 -5.73043  0.00
H 0.26552 -0.18059 -6.48769  0.00
H 1.52917 0.65214 -5.55275  0.00
H -0.86164 0.21445 -3.98639  0.00
H 1.55383 -2.83709 -3.51082  0.00
H 2.06369 -1.72027 -6.12203  0.00
H 3.10346 -2.65124 -5.04473  0.00
H 2.98285 -0.91309 -4.82387  0.00
Se 2.02808 1.29970 -1.17914  0.18
C 1.02994 2.54760 -0.24953  -0.01
N 0.39993 3.32823 0.32448  0.03

## Properties
Energy relative to the best compared isomer or geometry (same formula, charge and spin): 34.2 kJ/mol
Strongest force on any atom: 1.2 eV/A
⟨S²⟩: 6.0463
Orbital gap (alpha / beta): 7.453 / 5.625 eV
2S+1: 5
Charge: +1

=====

(3)
ORCA calculation (the ωB97M-V functional and the def2-TZVPD basis) on C14H25AlF7O5 as an isolated structure.

Each line ends with the Löwdin charge.
Atoms and positions in Å:
C -1.24131 -2.14476 -1.57067  -0.10
C -1.39040 -3.18959 -0.46464  -0.24
C -1.86039 -2.54676 0.83769  -0.30
O -1.05954 -1.46835 1.22686  -0.26
C 0.07573 -1.83137 2.05194  -0.31
Al 1.63535 -0.51042 1.91542  0.32
C 1.01148 1.24405 1.04496  -0.42
C 1.26087 2.48287 1.92805  -0.14
F 1.72545 1.46108 -0.18855  -0.19
H -0.30990 -1.59975 -1.42133  0.08
H -1.22770 -2.59166 -2.56363  0.05
H -2.04400 -1.40942 -1.48559  0.07
H -0.43483 -3.69125 -0.29970  0.10
H -2.13736 -3.94077 -0.74198  0.10
H -2.87907 -2.17147 0.67089  0.11
H -1.90867 -3.29259 1.64287  0.11
H 0.43447 -2.82858 1.76532  0.04
H -0.28353 -1.90910 3.08882  0.04
H 2.81546 -1.18881 1.01236  -0.11
H 2.24114 -0.24771 3.40943  -0.11
H -0.04924 1.20794 0.78486  0.07
H 0.35301 3.08222 2.02589  0.05
H 1.62711 2.20035 2.91261  0.01
H 2.03237 3.08257 1.44270  0.07
C 1.81116 -6.08085 -6.65412  -0.06
C 1.22332 -4.79931 -7.20105  -0.20
O -0.21114 -4.77324 -7.04441  0.03
C -0.64545 -4.40344 -5.84490  -0.40
O 0.01691 -4.10107 -4.90123  0.18
C -2.18919 -4.37315 -5.84050  -0.56
F -2.69734 -5.45656 -6.43787  0.16
F -2.62000 -3.29531 -6.50612  0.17
F -2.65051 -4.31994 -4.60428  0.18
H 1.34248 -6.94606 -7.12398  0.08
H 2.88212 -6.11158 -6.85235  0.08
H 1.65887 -6.15137 -5.57807  0.08
H 1.38633 -4.71712 -8.27342  0.12
H 1.65421 -3.92339 -6.71858  0.13
C -1.67665 7.66038 4.78557  -0.06
C -0.18845 7.90434 4.90623  -0.20
O 0.46985 6.80264 5.55788  0.02
C 0.75364 5.76313 4.77425  -0.39
O 0.52310 5.66423 3.60939  0.18
C 1.48662 4.68379 5.60002  -0.56
F 0.89656 4.51909 6.79149  0.16
F 2.74844 5.08304 5.82116  0.16
F 1.50536 3.53100 4.97282  0.20
H -2.10954 7.45857 5.76565  0.08
H -2.16464 8.53755 4.36076  0.08
H -1.87974 6.80645 4.14087  0.08
H 0.01850 8.76580 5.53806  0.12
H 0.26866 8.07370 3.93216  0.12

## Properties
Energy relative to the best compared isomer or geometry (same formula, charge and spin): 42.8 kJ/mol
Strongest force on any atom: 0.8 eV/A
Orbital gap: 6.558 eV
Charge: -1